{"formula": "C26H20F4NO8S5", "method": "ωB97M-V/def2-TZVPD", "total_charge": -1, "gap_ev": 3.2, "spin_multiplicity": 1, "homo_ev": -3.758, "e_above_lowest_kcal_mol": 30.1, "symbols": ["S", "S", "S", "S", "S", "F", "F", "F", "F", "O", "O", "O", "O", "O", "O", "O", "O", "N", "C", "C", "C", "C", "C", "C", "C", "C", "C", "C", "C", "C", "C", "C", "C", "C", "C", "C", "C", "C", "C", "C", "C", "C", "C", "C", "H", "H", "H", "H", "H", "H", "H", "H", "H", "H", "H", "H", "H", "H", "H", "H", "H", "H", "H", "H"], "xyz": [[-0.70854, -3.35694, -1.79324], [-1.78648, -0.20652, 0.25330], [-0.88232, 0.58736, 2.88472], [0.78841, 1.56364, 0.37251], [1.44181, -2.40993, 0.42712], [0.61320, -4.73124, -0.02011], [-0.47186, -1.32773, 4.63049], [-1.57315, 0.46198, 5.35586], [0.61901, 0.55989, 5.08305], [-0.23938, -4.46900, -2.61282], [1.37369, -1.14539, -0.26446], [-0.85840, -2.02725, -2.36299], [-2.36405, 0.35424, -0.93964], [1.19497, -2.49122, 1.86803], [-1.40714, -1.59838, 0.32738], [0.93305, 1.22661, -1.00870], [0.69067, 2.96758, 0.70248], [-0.58141, 0.71482, 0.90205], [4.20708, -0.37059, 2.85576], [-4.74202, 0.35637, 3.64995], [5.40045, -2.50459, -0.51103], [5.04284, -4.07198, 1.29506], [4.47298, 0.66118, 1.93731], [4.02181, -2.31534, -0.63147], [3.46183, 1.24618, 1.16682], [-4.12355, -0.88176, 3.50009], [3.16010, -2.95282, 0.27460], [2.12494, 0.87615, 1.41873], [3.66528, -3.90182, 1.17595], [1.86268, -0.04745, 2.41197], [2.88192, -0.72206, 3.09168], [-2.24593, -3.95847, -1.04789], [-4.22143, -4.83860, 0.69078], [-3.01202, -0.07989, 1.52466], [0.20213, -3.43950, -0.21808], [-3.26880, -1.13052, 2.43537], [-3.43626, -3.23941, -0.96056], [-2.14095, -5.21831, -0.47477], [-3.70939, 1.13691, 1.61647], [5.90846, -3.33231, 0.49091], [-4.38288, -3.63906, -0.01353], [-3.11104, -5.65256, 0.42474], [-4.54079, 1.35487, 2.69816], [-0.53846, 0.04461, 4.59235], [2.64126, -1.56664, 3.74628], [-2.80111, -2.10722, 2.28241], [6.98111, -3.41174, 0.64579], [-5.23934, -2.98990, 0.16914], [-2.96323, -6.61149, 0.92929], [5.50286, 1.00345, 1.80924], [3.66696, 1.95319, 0.35893], [3.58712, -1.67827, -1.40532], [0.76319, -0.30013, 2.63066], [-5.02562, 2.32561, 2.77454], [-5.39134, 0.53957, 4.50250], [5.01032, -0.94136, 3.34426], [-3.55343, 1.88592, 0.84097], [-4.94442, -5.15180, 1.45294], [2.97149, -4.47156, 1.79589], [-3.62432, -2.41793, -1.65205], [5.42066, -4.77959, 2.03132], [-1.28226, -5.85046, -0.66938], [6.06112, -1.98875, -1.20760], [-4.28623, -1.67672, 4.22577]], "mulliken_charge": [1.2585, 1.4539, 0.0069, 1.2418, 2.2087, -0.3720, -0.2090, -0.1888, -0.2075, -0.7874, -0.6050, -0.5957, -0.7942, -0.8191, -0.0256, -0.5852, -0.7336, 0.0075, -0.4140, -0.4637, -0.6273, -0.6050, -0.6669, -0.3813, -0.7891, -0.6518, 0.0707, 1.0254, -0.6133, 0.2365, -0.1785, 0.0666, -0.5746, -0.5691, -0.4791, -0.0324, -0.3632, -0.5640, -0.3372, -0.4219, -0.2366, -0.4451, -0.5216, 0.9088, 0.3107, 0.4793, 0.3764, 0.4410, 0.3614, 0.3507, 0.4304, 0.4274, -1.1096, 0.3907, 0.3901, 0.4010, 0.4128, 0.3475, 0.3840, 0.3597, 0.3568, 0.4624, 0.3782, 0.4226]}

{"formula": "C26H21AsCl5N3O2SV", "method": "ωB97M-V/def2-TZVPD", "total_charge": 0, "gap_ev": [5.2, 6.1], "spin_multiplicity": 4, "homo_ev": [-5.631, -6.685], "s_squared": 3.7857, "e_above_lowest_kcal_mol": 40.0, "symbols": ["As", "V", "Cl", "Cl", "Cl", "Cl", "Cl", "S", "O", "O", "N", "N", "N", "C", "C", "C", "C", "C", "C", "C", "C", "C", "C", "C", "C", "C", "C", "C", "C", "C", "C", "C", "C", "C", "C", "C", "C", "C", "C", "H", "H", "H", "H", "H", "H", "H", "H", "H", "H", "H", "H", "H", "H", "H", "H", "H", "H", "H", "H", "H"], "xyz": [[-0.00329, 4.32696, -0.00988], [0.04726, -0.36585, 0.06560], [-0.30193, -5.01058, -2.81445], [-0.43430, 0.18742, -4.82041], [-5.67550, 0.27475, -3.42337], [-4.83811, -0.04920, -0.40122], [-3.47645, 0.34800, -5.63754], [0.38655, 2.31892, 0.36800], [-0.05941, -0.13252, -1.86153], [-1.86210, -0.24888, -0.05347], [0.15206, -0.24352, 1.98077], [0.09992, -2.32778, 0.06084], [1.99691, -0.30018, 0.16322], [-0.01856, -2.94758, -1.12504], [0.17731, -3.11254, 1.15146], [-0.82820, -0.09433, 2.88558], [4.72448, -0.04987, 0.74361], [-1.70728, 5.01294, 0.62546], [-0.05764, -5.12629, -0.12088], [2.90030, -0.21404, -0.81330], [3.80268, -0.11265, 1.79449], [2.44514, -0.22599, 1.45015], [-0.11335, -4.32124, -1.24605], [-3.02879, 0.19429, -3.97696], [1.44058, -0.19425, 2.44417], [4.26207, -0.08952, -0.56155], [0.13169, 4.97468, -1.83754], [4.13462, -0.03731, 3.18630], [3.17338, -0.01981, 4.13966], [-3.64253, 0.00257, -1.64906], [1.34355, 5.32136, 0.97764], [-1.29631, -0.03861, -2.29128], [-2.30514, -0.10546, -1.27810], [-0.57747, 0.03558, 4.24249], [0.10454, -4.48922, 1.09902], [1.78052, -0.07040, 3.80099], [0.72797, 0.02857, 4.71871], [-4.00852, 0.14875, -2.99046], [-1.67927, 0.10756, -3.62100], [-2.51660, 4.58469, 0.03738], [-1.83639, -0.08763, 2.48846], [5.18083, 0.01883, 3.46247], [-1.71899, 6.09880, 0.54086], [-1.40807, 0.14167, 4.92609], [5.78119, 0.04427, 0.96141], [4.95106, -0.02075, -1.39146], [-0.67167, 4.55430, -2.43916], [0.29329, -2.61610, 2.10225], [3.44031, 0.05040, 5.18740], [0.06615, 6.06192, -1.83608], [1.26031, 5.01956, 2.01964], [1.08674, 4.65808, -2.25096], [1.23280, 6.40065, 0.88126], [-0.03579, -2.31856, -2.00477], [2.51087, -0.23506, -1.82462], [-1.82960, 4.71638, 1.66489], [2.31509, 5.00264, 0.60542], [0.93979, 0.11413, 5.77704], [0.16718, -5.05829, 2.01568], [-0.14020, -6.20084, -0.20075]], "lowdin_spin": [0.0089, 2.1617, -0.0024, 0.0002, 0.0001, 0.0007, 0.0007, 0.0189, 0.0223, 0.0264, 0.0627, 0.0059, 0.0554, 0.0272, 0.0272, 0.0863, 0.0713, 0.0017, 0.0275, 0.0597, 0.0126, 0.0641, -0.0007, 0.0026, 0.0771, 0.0229, 0.0012, -0.0129, -0.0053, 0.0015, 0.0016, 0.0094, 0.0079, 0.0217, -0.0021, 0.0093, 0.1063, 0.0010, 0.0002, 0.0000, 0.0034, -0.0007, 0.0003, -0.0009, 0.0039, 0.0000, 0.0000, 0.0019, -0.0002, 0.0003, 0.0000, 0.0001, 0.0003, 0.0012, 0.0025, 0.0001, 0.0001, 0.0062, -0.0008, 0.0016]}

{"formula": "C26H21BrCoN6O3", "method": "ωB97M-V/def2-TZVPD", "total_charge": 0, "gap_ev": [7.6, 7.6], "spin_multiplicity": 2, "homo_ev": [-7.090, -7.081], "s_squared": 0.8319, "e_above_lowest_kcal_mol": 40.5, "symbols": ["Br", "Co", "O", "O", "O", "N", "N", "N", "N", "N", "N", "C", "C", "C", "C", "C", "C", "C", "C", "C", "C", "C", "C", "C", "C", "C", "C", "C", "C", "C", "C", "C", "C", "C", "C", "C", "C", "H", "H", "H", "H", "H", "H", "H", "H", "H", "H", "H", "H", "H", "H", "H", "H", "H", "H", "H", "H", "H"], "xyz": [[-0.37488, -0.88561, -3.23086], [1.01021, -0.51478, 0.12310], [1.43411, 0.06141, 4.18484], [-5.25637, 0.10407, -4.57796], [-0.31065, 0.74270, -0.42950], [2.26979, 0.73795, -0.78125], [-2.63697, -1.28050, -1.69298], [0.49646, -0.14724, 2.04476], [2.65534, -1.31402, 1.15223], [3.76220, -1.03676, 3.01022], [-0.48030, -1.92392, 0.47050], [3.41645, 2.78329, -0.55901], [2.29918, 1.98210, -0.27341], [-0.15664, 1.91288, 0.11468], [1.43452, -0.11189, 2.96377], [-2.46430, -2.29715, 1.72308], [-4.43032, -0.35247, -3.60787], [3.72098, -2.17167, 1.15590], [1.15974, 3.73754, 1.05879], [4.42533, -2.01203, 2.30773], [-3.07183, -0.39139, -3.87976], [0.02307, 4.39886, 1.45866], [-1.29987, -1.58099, 1.47156], [-1.31140, 2.64996, 0.47378], [4.33211, 2.38344, -1.50528], [-1.22432, 3.84999, 1.13376], [3.12669, 0.37605, -1.74330], [-0.87671, -0.41133, 2.34313], [2.68967, -0.64638, 2.29913], [4.15503, 1.17614, -2.17229], [-0.78013, -2.98234, -0.28313], [-3.94739, -1.23479, -1.45406], [1.10956, 2.51625, 0.36704], [-1.90528, -3.75486, -0.08132], [-4.88307, -0.77897, -2.36250], [-2.24541, -0.85431, -2.86960], [-2.77087, -3.39442, 0.94132], [-5.93576, -0.75909, -2.10908], [3.53427, 3.73490, -0.06720], [-1.52824, 0.44543, 2.12882], [5.16904, 3.02605, -1.74832], [-1.02189, -0.67674, 3.39569], [-2.09855, -4.60822, -0.71558], [-3.10381, -1.99600, 2.54305], [5.32691, -2.47748, 2.66180], [-2.26928, 2.20181, 0.23689], [-3.66830, -3.96971, 1.13126], [4.81232, 0.85400, -2.96623], [-2.68611, -0.06309, -4.83272], [0.09459, 5.33146, 2.00072], [-6.16735, 0.09075, -4.26514], [-4.26154, -1.58400, -0.47687], [3.87310, -0.77425, 3.97740], [-2.13242, 4.36830, 1.41814], [3.93947, -2.82445, 0.32765], [2.99926, -0.62602, -2.13676], [2.12117, 4.17706, 1.29007], [-0.09061, -3.20551, -1.08748]], "lowdin_spin": [0.0070, 0.9298, -0.0010, 0.0000, -0.0141, -0.0029, -0.0001, 0.0456, -0.0084, -0.0002, 0.0164, -0.0023, 0.0002, 0.0004, 0.0025, 0.0005, 0.0000, -0.0008, 0.0001, -0.0005, 0.0002, 0.0004, 0.0012, -0.0005, 0.0020, 0.0001, 0.0082, 0.0064, 0.0003, -0.0001, 0.0034, 0.0000, 0.0000, 0.0011, 0.0000, 0.0003, -0.0010, 0.0000, -0.0003, 0.0000, 0.0001, 0.0016, 0.0002, 0.0002, -0.0001, -0.0001, -0.0001, -0.0001, 0.0000, 0.0000, 0.0000, 0.0000, 0.0000, 0.0000, 0.0001, 0.0026, 0.0000, 0.0015]}

{"formula": "C26H21BrN7OPd", "method": "ωB97M-V/def2-TZVPD", "total_charge": -1, "gap_ev": [6.1, 6.5], "spin_multiplicity": 3, "homo_ev": [-3.904, -5.668], "s_squared": 2.0644, "e_above_lowest_kcal_mol": 2.9, "symbols": ["Pd", "Br", "O", "N", "N", "N", "N", "N", "N", "N", "C", "C", "C", "C", "C", "C", "C", "C", "C", "C", "C", "C", "C", "C", "C", "C", "C", "C", "C", "C", "C", "C", "C", "C", "C", "C", "H", "H", "H", "H", "H", "H", "H", "H", "H", "H", "H", "H", "H", "H", "H", "H", "H", "H", "H", "H", "H"], "xyz": [[1.78825, -1.25611, 1.87339], [-9.15538, 2.42569, -4.42895], [0.65122, -2.40968, 0.59360], [-3.48817, 0.68578, -3.20242], [-0.86762, -0.24657, 7.70922], [-0.36902, -1.74214, 5.80819], [3.89942, 1.29290, 2.29015], [0.03075, 0.32931, 0.75009], [0.46388, -1.36270, 3.54446], [-3.30725, -0.51222, -2.69737], [-0.99478, -2.71974, -1.01702], [4.02626, -0.21080, 0.29620], [3.25329, -1.33522, 0.57577], [5.29414, 1.10602, 2.65380], [-0.64540, -0.47674, -0.09363], [3.64137, 1.14293, 0.85481], [-2.03174, 1.36966, -0.77661], [-4.79995, 1.04207, -3.42028], [-5.03939, 2.29485, -4.00798], [-7.18826, 0.62986, -3.42047], [5.19701, -0.34736, -0.44813], [-7.39288, 1.87030, -4.00457], [-5.90092, 0.22023, -3.11714], [-2.35587, -0.87515, -1.85343], [-0.61929, -0.90598, 6.78587], [3.65977, -2.57959, 0.10315], [-1.35545, 2.16224, 0.11572], [-1.98270, -2.24584, -1.83309], [0.07462, -1.48730, 4.63625], [5.60840, -1.59032, -0.90726], [-1.69248, 0.01314, -0.90958], [2.99205, 0.55540, 3.11182], [4.83243, -2.70953, -0.63080], [-6.32421, 2.71016, -4.29412], [-0.27011, -1.89113, -0.12874], [-0.31946, 1.58829, 0.85895], [-4.19089, 2.92949, -4.23077], [-6.50163, 3.67849, -4.74199], [6.52845, -1.68628, -1.47104], [3.04802, -3.45045, 0.30445], [3.00140, -0.58557, 2.89153], [-2.83240, 1.77696, -1.37483], [4.19178, 1.92942, 0.33309], [5.90743, 1.81983, 2.10015], [-1.60926, 3.20553, 0.24644], [-8.03179, -0.01267, -3.20541], [5.14265, -3.68609, -0.98430], [5.67085, 0.09596, 2.44024], [5.78998, 0.53465, -0.67312], [2.57494, 1.31118, 0.70128], [-0.72212, -3.76737, -1.03359], [-5.71885, -0.74638, -2.66828], [0.23533, 2.18534, 1.57877], [5.41758, 1.30661, 3.71819], [3.30015, 0.56438, 4.15524], [-2.50417, -2.91046, -2.50988], [1.99008, 0.97273, 3.05403]], "lowdin_spin": [0.0045, 0.0202, 0.1884, 0.4681, 0.0000, 0.0000, -0.0001, 0.0318, 0.0014, 0.5059, 0.0280, -0.0003, -0.0018, 0.0000, 0.0429, 0.0001, 0.0020, 0.0284, 0.0745, -0.0098, 0.0001, 0.0912, 0.0903, 0.0920, 0.0000, -0.0004, 0.0335, 0.1170, 0.0000, 0.0000, 0.0518, 0.0000, 0.0001, -0.0094, 0.1391, -0.0074, 0.0038, -0.0024, 0.0000, -0.0001, -0.0001, 0.0030, 0.0000, 0.0000, 0.0023, -0.0024, 0.0000, 0.0000, 0.0000, 0.0001, -0.0024, 0.0114, -0.0011, 0.0000, 0.0000, 0.0060, 0.0000]}